This record from the Open Molecules 2025 dataset describes C4H7ClIN5O as an isolated structure. The level of theory is the ωB97M-V functional and the def2-TZVPD basis.

```
19
Properties=species:S:1:pos:R:3
N 0.2286 1.1063 3.2364
N 0.8646 0.8812 1.9786
C 0.2010 0.4119 0.9279
N 0.8469 0.2142 -0.2642
C -0.1064 -0.2738 -1.0349
C 0.1936 -0.6741 -2.4444
C 1.5481 -0.1852 -2.8810
O 1.8575 0.9339 -3.0265
Cl 2.7164 -1.4804 -3.2312
N -1.2733 -0.3633 -0.4011
N -1.0791 0.0730 0.8657
H 0.8860 0.8071 3.9477
H -0.5524 0.4581 3.3066
H 1.8385 1.0838 1.8636
H 0.2006 -1.7598 -2.4796
H -0.5803 -0.2876 -3.1031
H -2.1523 -0.6907 -0.7703
H -1.9233 0.0942 1.6847
I -3.7145 -0.3489 1.8252
```

Values from the calculation:
**F_max**: 2.35 eV Å⁻¹
**Highest occupied orbital energy**: -8.255 eV
**HOMO-LUMO gap**: 8.460 eV
**Spin multiplicity**: 1

Results of the natural (NBO) charge analysis, in e, for atoms 1 through 8: N -0.623; N -0.420; C 0.527; N -0.503; C 0.426; C -0.566; C 0.582; O -0.457

=====

This record from the Open Molecules 2025 dataset describes a 2-piece molecular cluster, C8H20BClN2O3Si overall. The level of theory is the ωB97M-V functional and the def2-TZVPD basis.

```
36
Properties=species:S:1:pos:R:3
N -4.3030 -1.1227 -0.5977
C -3.9945 -2.5356 -0.1461
C -2.3935 -2.8357 0.1064
Si -1.4721 -1.3965 0.9937
C 0.0553 -0.7905 -0.0094
C 1.3149 -1.8383 -0.0654
O 1.2775 -3.1489 0.1896
Cl 2.9774 -1.1160 -0.5973
B -1.1134 -1.8875 2.8244
N -0.1315 -2.9354 3.3137
O -1.9150 -1.1911 3.8918
H -4.7117 -1.0930 -1.5629
H -4.9828 -0.6800 0.0909
H -4.5837 -2.8319 0.8301
H -4.3283 -3.2542 -1.0239
H -2.3106 -3.7851 0.8246
H -1.8045 -3.1067 -0.8817
H -2.4144 -0.2485 1.0372
H -0.3165 -0.6614 -1.1363
H 0.3561 0.3109 0.3313
H 0.1373 -2.7022 4.3092
H 0.7375 -2.9862 2.7385
H -1.9696 -0.2090 3.6998
C 3.1996 3.6332 -2.3535
C 3.6230 3.4947 -0.9140
C 2.3018 3.2540 -0.2168
O 1.4544 2.5750 -1.1539
C 2.0688 2.6324 -2.4487
H 4.0027 3.4382 -3.0686
H 2.8186 4.6458 -2.5325
H 4.2704 2.6171 -0.8008
H 4.1573 4.3660 -0.5268
H 1.8155 4.1982 0.0502
H 2.4093 2.6488 0.6880
H 2.4446 1.6309 -2.6847
H 1.3234 2.9112 -3.1985
```

Values from the calculation:
**F_max**: 8.99 eV Å⁻¹
**Highest occupied orbital energy**: -9.291 eV
**HOMO-LUMO gap**: 9.366 eV
**SMILES**: NCC[Si@H](CC(=O)Cl)B(N)O.C1CCOC1
**Spin multiplicity**: 1

Results of the natural (NBO) charge analysis, in e, for atoms 1 through 8: N -0.879; C -0.221; C -0.861; Si 1.036; C -0.953; C 0.575; O -0.546; Cl -0.099

=====

This record from the Open Molecules 2025 dataset describes a 13-piece molecular cluster, C52H104O34 overall. The level of theory is the ωB97M-V functional and the def2-TZVPD basis.

```
190
Properties=species:S:1:pos:R:3
C -6.7701 -1.6553 -2.2025
C -6.6968 -0.3307 -1.5048
O -7.2891 0.6394 -2.3202
C -6.8297 1.8754 -2.1524
O -5.9654 2.2252 -1.3977
O -7.5329 2.6738 -2.9443
C -7.1576 4.0530 -3.0046
H -7.7947 -1.9216 -2.4630
H -6.3169 -2.4010 -1.5510
H -6.1922 -1.6552 -3.1257
H -5.6448 -0.1297 -1.3091
H -7.2514 -0.3520 -0.5701
H -6.0768 4.1460 -3.1105
H -7.3973 4.5441 -2.0534
H -7.7334 4.4970 -3.8004
C -5.4060 2.7770 2.1999
C -5.9367 2.5170 3.6005
O -5.3507 3.5295 4.4362
C -5.8062 3.6360 5.6837
O -6.6443 2.9363 6.1941
O -5.2319 4.6997 6.2380
C -5.6117 5.0977 7.5214
H -4.3822 2.4122 2.0950
H -5.3469 3.8508 2.0211
H -6.0533 2.3860 1.4200
H -5.6099 1.5501 3.9867
H -7.0272 2.5253 3.6337
H -6.6825 5.2823 7.5845
H -5.1108 6.0284 7.7667
H -5.2929 4.3314 8.2264
C 5.0038 -0.6171 -0.9472
C 6.0652 -0.5062 0.1320
O 7.1962 -1.3740 -0.0724
C 8.0627 -0.9701 -0.9637
O 8.0022 0.0061 -1.6548
O 9.0493 -1.8410 -0.9760
C 10.1831 -1.4629 -1.6876
H 4.1710 0.0262 -0.6480
H 4.5992 -1.6087 -1.1245
H 5.3430 -0.1856 -1.8942
H 5.6105 -0.8225 1.0712
H 6.3985 0.5223 0.2683
H 11.0420 -1.7109 -1.0770
H 10.1807 -0.4084 -1.9520
H 10.2137 -2.0258 -2.6210
C 5.8155 3.6379 2.1138
C 4.3698 3.2599 2.3879
O 4.1511 1.9661 1.7632
C 2.9737 1.3682 1.9882
O 2.0166 1.8848 2.4579
O 3.0531 0.1205 1.5905
C 1.9421 -0.7611 1.6790
H 5.9859 3.6760 1.0374
H 6.4785 2.9529 2.6427
H 6.1040 4.6456 2.4287
H 3.6719 4.0359 2.0578
H 4.1596 3.1585 3.4605
H 1.1763 -0.3961 0.9808
H 1.4669 -0.6635 2.6589
H 2.2189 -1.7734 1.4391
C -4.0584 -0.6014 2.5149
C -3.2598 -1.5744 3.3337
O -3.2073 -1.0544 4.6624
C -2.5496 -1.6592 5.5985
O -2.2017 -2.7840 5.6281
O -2.3159 -0.7794 6.5364
C -1.4278 -1.1914 7.5421
H -4.9316 -0.2135 3.0486
H -4.5933 -1.1245 1.7148
H -3.4558 0.1928 2.0899
H -2.2701 -1.7850 2.9457
H -3.8521 -2.4939 3.3770
H -1.9135 -1.6636 8.3978
H -1.0256 -0.2755 7.9740
H -0.6256 -1.7796 7.1336
C 1.2853 -1.7540 -1.6507
C -0.2031 -1.9988 -1.7312
O -0.8834 -0.7912 -2.0210
C -1.4975 -0.1812 -1.0296
O -1.6782 -0.6848 0.0191
O -1.8274 0.9996 -1.4770
C -2.5603 1.8324 -0.5627
H 1.4575 -0.9532 -0.9213
H 1.7052 -1.3671 -2.5794
H 1.8314 -2.6438 -1.3405
H -0.6444 -2.5498 -0.9018
H -0.4035 -2.6299 -2.6032
H -2.7664 2.8303 -0.9357
H -2.0498 2.0642 0.3745
H -3.4925 1.2950 -0.4124
C -2.0977 -4.4500 -4.7182
C -2.9412 -5.5483 -4.1158
O -3.0627 -5.4260 -2.6913
C -1.9997 -5.7879 -2.0138
O -0.9498 -6.0937 -2.4783
O -2.2762 -5.7480 -0.7247
C -1.0911 -5.7605 0.1300
H -2.7220 -3.5490 -4.7656
H -1.7945 -4.6479 -5.7433
H -1.2307 -4.2087 -4.1168
H -2.5058 -6.5331 -4.3114
H -3.9478 -5.5380 -4.5130
H -1.3557 -5.2351 1.0387
H -0.2570 -5.2644 -0.3665
H -0.8439 -6.8030 0.3337
C 0.5248 3.3051 -1.3222
C 1.4810 2.4453 -2.1316
O 2.7873 2.8272 -1.6854
C 3.9381 2.3614 -2.2503
O 4.0072 1.7093 -3.2808
O 4.9869 2.7600 -1.5120
C 6.2954 2.5821 -2.0651
H -0.4629 3.4086 -1.7501
H 0.9583 4.2946 -1.1548
H 0.5004 2.8452 -0.3322
H 1.4439 2.5167 -3.2137
H 1.3379 1.4129 -1.8047
H 6.6628 3.5538 -2.4138
H 6.2912 1.9005 -2.9125
H 6.9795 2.2140 -1.3079
O -1.2071 3.5572 2.0595
C -1.3300 2.9175 3.0733
O -1.5370 3.4702 4.2467
C -1.8781 4.8443 4.2479
C -1.6896 5.4171 5.6494
C -1.1875 1.4172 3.1324
H -2.9071 4.9468 3.8998
H -1.2482 5.4103 3.5630
H -2.3546 5.0929 6.4431
H -1.7988 6.5078 5.5390
H -0.6448 5.3693 5.9768
H -2.0254 1.0315 3.7071
H -0.2348 1.2676 3.6597
H -1.0789 0.9867 2.1456
O -2.4260 7.4292 1.1113
C -1.6146 7.2216 0.2387
O -1.8825 6.5433 -0.8780
C -3.1236 5.8454 -0.9178
C -3.4633 5.4936 -2.3465
C -0.2499 7.8627 0.2031
H -3.9508 6.4003 -0.4702
H -3.0819 4.8965 -0.3795
H -3.8768 6.2847 -2.9731
H -4.3162 4.7973 -2.2828
H -2.6766 4.9350 -2.8517
H 0.1525 7.9027 -0.8084
H 0.4536 7.2913 0.8077
H -0.3454 8.8777 0.5719
O 0.6451 -4.1653 -7.1203
C 1.0959 -5.0871 -6.5570
O 0.6572 -6.3357 -6.7058
C 0.0077 -6.6724 -7.9283
C -1.4033 -6.2305 -8.0908
C 2.0268 -4.8605 -5.3860
H 0.1011 -7.7591 -7.9550
H 0.6246 -6.3626 -8.7765
H -1.8635 -6.7426 -8.9286
H -1.4410 -5.1510 -8.2383
H -1.9670 -6.4011 -7.1703
H 3.0193 -4.6709 -5.7999
H 2.0668 -5.7054 -4.7086
H 1.6615 -3.9549 -4.9164
O 1.2755 -2.0568 5.4712
C 1.1195 -3.1996 5.6923
O 1.0436 -4.1938 4.7806
C 1.3536 -3.8939 3.3995
C 0.1655 -3.3710 2.6422
C 1.0758 -3.8170 7.0654
H 1.7225 -4.8323 2.9770
H 2.2195 -3.2262 3.3683
H -0.1072 -2.4160 3.1057
H -0.7273 -3.9778 2.8164
H 0.2775 -3.2448 1.5681
H 1.4116 -4.8477 7.0762
H 0.1203 -3.6529 7.5508
H 1.8319 -3.3176 7.6812
O 7.3202 -4.1582 -3.5273
C 6.3039 -3.5181 -3.4550
O 6.1524 -2.2610 -3.8909
C 7.3331 -1.5958 -4.3844
C 6.9697 -0.2581 -4.9546
C 5.0163 -4.1110 -2.9059
H 7.8108 -2.1952 -5.1623
H 8.0112 -1.5074 -3.5438
H 7.8985 0.2836 -5.1401
H 6.3683 0.3234 -4.2512
H 6.3864 -0.2950 -5.8741
H 5.0049 -5.1775 -3.0827
H 4.1797 -3.6468 -3.4324
H 4.9512 -3.8801 -1.8454
```

Values from the calculation:
**F_max**: 3.61 eV Å⁻¹
**Highest occupied orbital energy**: -9.928 eV
**HOMO-LUMO gap**: 10.343 eV
**Spin multiplicity**: 1

Results of the Mulliken charge analysis, in e, for atoms 1 through 8: C -1.441; C 0.500; O -0.345; C 0.772; O -0.441; O -0.383; C -0.446; H 0.363